Formula: C30H61O24P3
Source: OMol25
Level of theory: ωB97M-V with the def2-TZVPD basis set

Calculated values
Largest force on an atom, eV Å⁻¹: 3.23
Highest occupied orbital energy, eV: -10.192
Energy above the lowest of the compared OMol25 structures with the same formula, charge and spin, eV: 1.6877
E_LUMO, eV: 0.088
Structure (SMILES): CCOP(=O)(OCC)OCC.CCOP(=O)(OCC)OCC.CCOP(=O)(OCC)OCC.O=C1OCCO1.O=C1OCCO1.O=C1OCCO1.O=C1OCCO1
Spin multiplicity: 1
HOMO-LUMO gap, eV: 10.28
DFT total energy, Ha: -4009.81211

```
118
Properties=species:S:1:pos:R:3:forces:R:3
C 2.95224 0.32630 1.56825 -0.2 0.0 0.0
C 1.75160 0.95361 0.90319 0.2 0.7 -0.9
O 0.53299 0.41046 1.42255 -1.0 0.2 0.3
P -0.92232 0.95429 1.02859 1.3 0.4 -0.8
O -1.78294 1.48457 2.09904 0.0 -0.7 -0.3
O -1.43949 -0.23551 0.09607 0.0 0.4 0.4
C -2.71816 -0.86824 0.17182 -1.2 0.6 0.4
C -2.74401 -1.93566 1.22967 0.7 -0.2 -0.4
O -0.48491 2.08357 -0.01130 0.1 -0.3 -0.9
C -1.22041 3.29048 -0.29731 -0.6 -0.2 2.0
C -1.68455 3.52142 -1.71142 0.0 -0.1 0.1
H 3.04510 -0.70555 1.23265 0.2 0.0 0.1
H 3.82972 0.90534 1.28279 0.1 -0.2 -0.2
H 2.91549 0.34003 2.65824 -0.3 0.1 0.0
H 1.74981 2.04774 0.91828 0.0 0.0 0.8
H 1.77912 0.82149 -0.18346 0.0 -0.6 0.1
H -3.51449 -0.13685 0.35863 0.3 0.2 0.2
H -2.96870 -1.25589 -0.81540 0.5 -0.2 0.0
H -1.91384 -2.59555 0.95877 -0.2 -0.4 0.3
H -2.52963 -1.54627 2.22461 -0.2 0.2 0.0
H -3.68945 -2.47366 1.20758 0.1 -0.1 0.1
H -2.09769 3.22036 0.35992 -0.1 0.2 -0.2
H -0.62103 4.06972 0.18232 0.0 0.3 -0.7
H -0.92900 3.88558 -2.40438 0.1 -0.2 0.0
H -2.14677 2.60651 -2.08591 0.1 0.0 -0.2
H -2.47948 4.26763 -1.65007 0.0 0.1 -0.1
C 4.84034 -2.30874 3.86327 0.5 -0.9 0.4
C 6.01214 -2.10566 2.93005 0.6 1.8 0.9
O 6.23634 -3.09787 1.94515 -0.4 -0.6 -0.5
P 5.46075 -3.14966 0.55040 0.0 1.8 -0.7
O 6.05682 -4.01184 -0.47682 -0.2 -0.2 0.7
O 3.91505 -3.38497 0.87794 -0.1 0.2 -0.8
C 3.36014 -4.74020 0.86985 0.7 0.0 1.3
C 2.89830 -5.33516 -0.44516 0.7 0.5 0.5
O 5.47590 -1.57591 0.13338 -0.5 -2.0 0.1
C 5.88758 -1.22809 -1.22142 0.3 2.2 1.1
C 4.74877 -1.05819 -2.19749 -0.5 -0.3 0.6
H 4.03463 -2.79708 3.31728 -0.3 0.3 0.3
H 5.16498 -2.94144 4.69391 -0.3 -0.3 -0.2
H 4.56934 -1.37592 4.35428 -0.3 0.1 -0.4
H 5.95504 -1.08514 2.53502 -0.3 -0.4 -0.8
H 6.92735 -2.00944 3.52002 0.1 -0.6 -0.1
H 4.19543 -5.28967 1.31248 -0.5 -0.8 -0.1
H 2.56131 -4.69878 1.61093 0.0 0.0 -0.1
H 2.10418 -4.73748 -0.88876 0.2 0.1 -0.3
H 3.80278 -5.44509 -1.04328 -0.4 0.1 -0.5
H 2.48904 -6.32662 -0.25388 0.0 0.0 0.1
H 6.18483 -0.20210 -0.96709 0.6 -0.1 -0.6
H 6.75783 -1.81610 -1.49772 -0.2 -0.1 -0.3
H 3.91849 -0.64546 -1.61453 -0.2 -0.5 0.0
H 4.89008 -0.25021 -2.91467 0.6 -0.4 -0.3
H 4.48823 -2.00934 -2.65951 -0.3 0.2 -0.2
C -1.06731 -7.01122 0.43549 1.2 -0.9 0.6
C -2.41625 -6.37944 0.62609 -0.2 -1.7 0.1
O -2.93962 -6.09044 -0.67140 -0.5 1.3 -0.2
P -4.42540 -5.43333 -0.81196 1.9 -1.2 -0.2
O -4.68292 -4.46584 0.25645 -0.7 -0.4 -0.3
O -4.32403 -4.86786 -2.30308 -0.1 -1.2 0.7
C -3.38841 -3.80290 -2.50524 -1.3 1.6 -0.4
C -3.49125 -3.37608 -3.94363 0.6 -0.7 -0.9
O -5.32462 -6.75132 -0.92323 -0.1 1.2 0.5
C -5.12304 -7.72006 -1.94847 -0.2 -1.1 -1.2
C -6.43073 -7.82787 -2.74505 -0.3 0.8 0.5
H -0.96234 -7.84506 -0.26410 -0.6 0.7 -0.8
H -0.31431 -6.24062 0.26901 0.1 -0.2 -0.3
H -0.73359 -7.60300 1.29901 -0.3 0.8 0.6
H -3.10525 -7.11607 1.05478 0.1 0.2 0.3
H -2.30215 -5.55617 1.33167 -0.5 0.4 -0.5
H -3.84913 -2.96847 -1.95777 0.8 -0.1 0.4
H -2.36199 -4.01441 -2.20905 -0.2 -0.3 0.2
H -3.20158 -4.19386 -4.61165 0.0 0.0 0.1
H -4.50667 -3.09909 -4.22046 0.0 0.2 0.2
H -2.78560 -2.57112 -4.15649 -0.2 0.2 0.1
H -4.22230 -7.50058 -2.52168 -0.3 0.4 -0.3
H -4.91921 -8.71839 -1.55573 0.0 0.3 0.8
H -6.75792 -6.82120 -3.01197 0.1 0.0 -0.2
H -6.48347 -8.45064 -3.63578 0.7 -0.1 0.0
H -7.20104 -8.20714 -2.07052 0.0 0.0 0.1
O -1.10711 10.88825 -0.14933 0.4 -1.1 -0.4
C -1.26891 9.80284 -0.64363 -0.7 2.2 0.2
O -2.22504 8.97402 -0.25713 -0.8 -0.7 1.0
C -2.17877 7.72183 -0.94497 0.3 1.1 -0.3
C -1.18972 8.06538 -2.07858 0.3 -0.7 -0.2
O -0.69467 9.35803 -1.76524 0.7 -0.2 0.0
H -1.77823 6.99468 -0.23803 -0.2 -0.2 -0.2
H -3.19070 7.51480 -1.28527 0.1 -0.3 0.1
H -1.59858 8.12237 -3.08803 -0.2 -0.2 0.2
H -0.36106 7.35305 -2.05555 0.0 0.1 -0.2
O -5.02359 5.88798 0.21566 -0.3 0.4 -0.4
C -5.15779 4.72789 0.04726 1.0 -1.6 1.3
O -5.32671 4.05442 -1.09537 -0.2 0.8 -0.9
C -5.45913 2.68838 -0.84572 -1.3 -2.0 -0.4
C -5.07528 2.45685 0.60070 1.0 0.6 -0.6
O -4.99968 3.80754 1.06020 -0.3 0.3 0.7
H -6.49494 2.34076 -0.93516 -0.1 0.6 -0.4
H -4.91331 2.08777 -1.57352 0.4 0.3 0.1
H -4.09092 1.99015 0.66773 0.0 0.1 0.4
H -5.79886 1.84865 1.13700 -0.1 0.3 0.2
O 0.67468 7.82409 1.74111 0.5 -0.3 0.0
C 0.43953 6.73632 2.16634 -0.2 0.4 -0.3
O 1.30524 5.73009 2.37973 -0.6 0.7 -0.4
C 0.55570 4.59683 2.86986 3.1 -0.8 0.4
C -0.86025 5.02794 3.05986 -0.2 0.6 0.0
O -0.80908 6.35250 2.46911 -1.3 -0.6 0.4
H 0.84612 3.79426 2.18902 -0.9 -0.2 -0.1
H 1.13763 4.40987 3.77656 -0.8 -0.5 0.3
H -1.12513 5.07460 4.11622 0.1 0.4 0.0
H -1.63666 4.40268 2.62337 0.2 0.1 -0.6
O 4.98550 3.27455 -2.55893 -0.3 -0.2 -0.4
C 5.38590 3.30405 -1.44964 0.6 0.3 0.6
O 6.62475 3.70544 -1.08555 0.9 0.2 -0.4
C 6.70495 3.92972 0.32786 -1.1 0.0 -0.3
C 5.54934 3.02766 0.76510 1.1 -0.8 1.4
O 4.69565 2.95361 -0.34430 -0.9 0.3 -0.2
H 7.67152 3.68006 0.75490 0.0 -0.3 -0.3
H 6.53883 4.99638 0.49185 -0.2 -0.1 0.2
H 5.06380 3.31091 1.69878 -0.4 0.4 -0.4
H 5.90024 2.00517 0.95314 0.3 0.1 -0.1
```
Positions in Å, forces in eV/Å.

Mulliken atomic charge list, values in e, 99 entries:
1. C -0.2876
2. C 0.1951
3. O -0.3330
4. P 0.9503
5. O -0.8319
6. O -0.4067
7. C 0.7051
8. C -1.1416
9. O -0.2166
10. C 0.5198
11. C -1.2070
12. H 0.0541
13. H -0.2392
14. H 0.4223
15. H -0.0746
16. H 0.2039
17. H -0.2698
18. H 0.0864
19. H 0.2418
20. H 0.3721
21. H 0.4131
22. H -0.1925
23. H 0.0408
24. H 0.3447
25. H 0.2832
26. H 0.2942
27. C -0.9705
28. C 0.1817
29. O -0.4092
30. P 0.4139
31. O -0.7771
32. O 0.1247
33. C -0.4585
34. C -1.1914
35. O -0.0289
36. C -0.2534
37. C -0.8276
38. H 0.1785
39. H 0.3288
40. H 0.3257
41. H -0.1167
42. H 0.4039
43. H 0.4101
44. H 0.3922
45. H 0.2660
46. H 0.3408
47. H 0.3784
48. H 0.1470
49. H 0.4060
50. H 0.0126
51. H 0.4084
52. H 0.3155
53. C -1.2918
54. C -0.0418
55. O -0.1605
56. P 0.6736
57. O -0.7124
58. O -0.2672
59. C 0.2479
60. C -1.3929
61. O -0.3062
62. C -0.2144
63. C -1.1511
64. H 0.3778
65. H 0.1993
66. H 0.4513
67. H 0.2853
68. H 0.2331
69. H 0.0099
70. H 0.3509
71. H 0.3583
72. H 0.3437
73. H 0.3870
74. H 0.3339
75. H 0.3218
76. H 0.2832
77. H 0.3598
78. H 0.3033
79. O -0.5824
80. C 0.6916
81. O -0.3877
82. C 0.4009
83. C -0.1937
84. O -0.3510
85. H -0.2850
86. H 0.1999
87. H 0.2707
88. H 0.2346
89. O -0.5014
90. C 0.6537
91. O -0.3706
92. C -0.4249
93. C 0.6509
94. O -0.3965
95. H 0.3109
96. H 0.2988
97. H -0.5392
98. H 0.3904
99. O -0.5425

Formula: C30H62AlFNO8
Source: OMol25
Level of theory: ωB97M-V with the def2-TZVPD basis set

Calculated values
Largest force on an atom, eV Å⁻¹: 2.76
Highest occupied orbital energy, eV: -3.735
E_LUMO, eV: 1.824
Spin multiplicity: 1
HOMO-LUMO gap, eV: 5.56
DFT total energy, Ha: -2179.13996
Charge: -1

```
103
Properties=species:S:1:pos:R:3:forces:R:3
C 6.88645 -1.90129 1.45870 -1.1 0.1 -0.6
C 7.39911 -0.68717 0.57113 1.6 -0.3 -1.7
O 8.23035 -0.92563 -0.31678 -1.9 0.4 1.9
N 6.91153 0.70900 0.73963 0.0 -2.3 1.1
C 6.83212 0.89226 2.21886 -0.1 1.6 0.5
C 5.56620 0.72821 0.08242 -0.6 0.2 -1.6
C 4.71644 2.03852 0.34814 0.3 0.4 0.8
C 3.78333 2.00084 1.64661 -0.6 0.3 -0.6
C 3.02310 0.61961 1.90722 1.4 -0.1 -0.1
Al 1.12900 0.94890 2.60537 0.2 -0.8 0.0
C -0.01815 -0.64059 1.89201 0.3 1.4 -1.1
C -0.36751 -0.31583 0.36310 0.0 -0.5 0.1
F 0.90608 -1.78352 1.85944 -1.1 0.2 0.3
H 7.31329 -1.93134 2.50219 -0.3 0.1 -1.3
H 5.74868 -1.85626 1.57084 1.5 0.1 0.0
H 7.09376 -2.84510 0.85867 0.1 1.3 1.0
H 6.84823 2.01896 2.41685 -0.1 -1.5 -0.2
H 7.77695 0.48426 2.69525 -1.2 0.3 -0.5
H 5.87504 0.50257 2.68570 1.2 0.1 -0.4
H 5.76529 0.69418 -1.04580 -0.1 0.0 1.5
H 5.04124 -0.24402 0.33017 0.0 1.3 -0.1
H 4.06409 2.34078 -0.53942 1.0 -0.8 1.0
H 5.45886 2.89480 0.49604 -0.9 -1.1 -0.4
H 2.97179 2.79343 1.48228 1.2 -0.9 0.2
H 4.38420 2.37147 2.53916 -0.8 -0.7 -0.9
H 3.68549 0.00198 2.61704 -1.0 0.6 -0.8
H 2.96690 -0.01209 0.94954 0.0 1.0 1.1
H 1.04092 0.97914 4.21072 -0.2 -0.3 0.1
H 0.65273 2.35626 1.96314 -0.2 0.2 -0.1
H -0.92761 -0.82273 2.54364 1.0 -0.6 -0.9
H -1.49102 -0.21833 0.17663 1.5 0.0 0.2
H 0.16804 0.62609 -0.00367 -0.8 -1.2 0.5
H 0.03124 -1.15681 -0.30700 -0.6 0.9 1.0
C 8.02666 5.26670 -0.26553 -0.1 -0.2 0.3
C 6.70598 5.69553 -0.84925 -0.6 -0.3 0.3
O 5.66037 5.23602 -0.44427 0.4 0.3 -0.2
C 6.73589 6.71733 -1.95644 -0.3 0.1 -0.1
H 7.85232 4.52893 0.51941 0.0 0.1 -0.1
H 8.64642 4.81235 -1.04128 0.1 0.2 0.0
H 8.53813 6.12802 0.17002 0.1 0.0 -0.2
H 7.29845 6.32756 -2.80739 0.1 0.1 0.1
H 7.18989 7.64301 -1.59623 0.2 -0.1 -0.1
H 5.71545 6.93025 -2.27922 0.1 -0.1 0.1
C -4.63974 -1.66184 -2.77631 0.4 0.1 -0.4
C -4.22578 -0.92812 -1.52796 0.5 0.4 0.2
O -3.21060 -0.26175 -1.49929 -0.6 -0.2 -0.1
C -5.11303 -1.04815 -0.31411 0.4 0.4 0.4
H -3.90362 -1.47959 -3.56230 0.0 0.1 0.1
H -4.68498 -2.73311 -2.58011 -0.3 0.1 0.0
H -5.61186 -1.30007 -3.11533 -0.1 -0.2 0.1
H -5.18070 -2.08952 -0.00182 -0.2 0.1 -0.1
H -6.10678 -0.65700 -0.53784 -0.1 -0.3 0.0
H -4.68109 -0.46472 0.50177 0.1 0.0 -0.2
C -8.34056 -4.39937 -2.63835 0.3 0.1 -0.3
C -7.90418 -3.65690 -1.40183 0.4 0.3 0.1
O -6.88468 -2.99602 -1.38977 -0.7 -0.5 -0.1
C -8.77895 -3.76458 -0.18140 0.4 0.3 0.2
H -7.61568 -4.23072 -3.43687 -0.1 0.0 0.1
H -8.39017 -5.47020 -2.43090 -0.2 0.0 0.0
H -9.31537 -4.03326 -2.96717 -0.1 -0.2 0.1
H -8.84850 -4.80755 0.13547 -0.2 0.0 -0.1
H -9.77365 -3.36944 -0.40175 -0.1 -0.2 0.0
H -8.34004 -3.17960 0.63165 -0.1 -0.2 -0.4
C -9.80265 -1.99742 4.25276 0.1 -0.4 0.0
C -8.97020 -1.63927 3.05025 0.3 -0.3 -0.2
O -8.30992 -2.47602 2.46788 -0.2 0.4 0.6
C -8.98741 -0.20362 2.59766 0.2 -0.1 -0.3
H -9.69377 -3.06250 4.46376 0.0 0.1 0.0
H -9.46248 -1.43158 5.12227 -0.2 0.1 0.0
H -10.85509 -1.78556 4.05289 0.0 0.2 0.1
H -8.61114 0.44181 3.39374 -0.2 0.1 0.0
H -10.00374 0.08795 2.32428 0.0 0.1 0.2
H -8.34388 -0.09231 1.72335 0.0 0.0 0.1
C 1.49192 0.04003 -4.66291 0.4 0.1 0.0
C 0.90396 0.21989 -3.28611 0.1 0.2 0.6
O 1.58806 0.59131 -2.35600 -0.1 -0.1 -0.5
C -0.56251 -0.08026 -3.11523 0.1 0.2 0.4
H 2.55417 0.29123 -4.63805 -0.1 0.0 0.0
H 1.38495 -1.00016 -4.97873 -0.2 0.1 -0.1
H 0.99158 0.70397 -5.37107 -0.1 -0.2 -0.1
H -0.75884 -1.12549 -3.36506 -0.1 0.1 -0.2
H -1.15287 0.57948 -3.75525 -0.1 -0.2 -0.1
H -0.84953 0.09094 -2.07623 0.0 0.0 -0.3
C 1.59919 -4.59563 -7.06091 -0.2 0.2 -0.3
C 0.64213 -4.54523 -5.89879 -0.6 0.3 0.1
O -0.38255 -3.89460 -5.95316 0.4 -0.3 0.0
C 1.00457 -5.33214 -4.66730 -0.3 0.1 0.2
H 1.21025 -3.98329 -7.87618 0.0 -0.1 0.1
H 2.57149 -4.20067 -6.75949 0.1 -0.2 0.0
H 1.70220 -5.62394 -7.41364 0.2 0.0 0.1
H 1.95037 -4.97010 -4.25919 0.1 -0.2 -0.1
H 1.08104 -6.39345 -4.91314 0.2 0.0 0.0
H 0.22625 -5.20269 -3.91370 0.1 0.0 -0.1
C 0.05201 3.51793 6.83068 0.0 -0.3 0.1
C 0.90174 3.90088 5.64611 0.5 -0.6 -0.5
O 1.57990 3.08239 5.06972 0.0 0.8 0.6
C 0.87221 5.34324 5.20831 0.1 0.1 -0.3
H 0.17209 2.45202 7.03083 0.0 0.1 -0.1
H 0.36873 4.07869 7.71337 -0.2 0.1 0.0
H -0.99986 3.71749 6.61412 0.0 0.1 0.1
H 1.22576 5.98556 6.01841 -0.2 0.1 0.0
H -0.14312 5.62437 4.91961 0.0 0.1 0.1
H 1.52920 5.47205 4.34665 -0.1 -0.1 0.1
```
Positions in Å, forces in eV/Å.

Mulliken atomic charge list, values in e, 99 entries:
1. C -0.7899
2. C 0.5178
3. O -0.6094
4. N -0.0294
5. C -0.7941
6. C -0.2733
7. C -0.1511
8. C -0.7861
9. C -0.2723
10. Al 0.0276
11. C 0.1969
12. C -0.5942
13. F -0.3855
14. H 0.2527
15. H 0.2491
16. H 0.3094
17. H 0.2004
18. H 0.4291
19. H 0.1505
20. H 0.2070
21. H 0.2509
22. H 0.3827
23. H -0.2061
24. H 0.3346
25. H 0.1989
26. H 0.1348
27. H 0.1067
28. H -0.2957
29. H -0.3802
30. H 0.2854
31. H -0.0676
32. H 0.1632
33. H 0.2328
34. C -0.9264
35. C 0.8223
36. O -0.4987
37. C -1.1600
38. H 0.1504
39. H 0.3089
40. H 0.3397
41. H 0.3289
42. H 0.3310
43. H 0.2952
44. C -0.9314
45. C 0.5980
46. O -0.5160
47. C -0.9035
48. H 0.2953
49. H 0.2555
50. H 0.3050
51. H 0.2716
52. H 0.2469
53. H 0.3985
54. C -1.2339
55. C 0.6475
56. O -0.3410
57. C -0.8266
58. H 0.3012
59. H 0.3235
60. H 0.3300
61. H 0.3421
62. H 0.3521
63. H 0.1226
64. C -1.1934
65. C 0.8969
66. O -0.5929
67. C -0.9809
68. H 0.2998
69. H 0.3457
70. H 0.3326
71. H 0.3578
72. H 0.3141
73. H 0.1694
74. C -1.0740
75. C 0.6803
76. O -0.4779
77. C -0.5184
78. H 0.3074
79. H 0.1386
80. H 0.3279
81. H 0.2483
82. H 0.3951
83. H -0.0282
84. C -1.1429
85. C 0.8656
86. O -0.5503
87. C -1.1015
88. H 0.2801
89. H 0.3211
90. H 0.3702
91. H 0.3275
92. H 0.3405
93. H 0.2923
94. C -1.1643
95. C 0.8690
96. O -0.4270
97. C -1.1585
98. H 0.2834
99. H 0.3413